Computed, not measured: a structure of composition C31H50ClPPm at a distorted geometry, with wB97M-V/def2-TZVPD.

```
84
Properties=species:S:1:pos:R:3:forces:R:3
Pm 0.142 -0.576 1.888 -1.4 4.7 1.1
Cl 1.064 -0.985 4.137 1.3 -0.6 2.5
P -0.007 0.169 -0.744 0.7 -0.2 3.9
C -1.948 0.243 1.974 0.3 -2.1 -0.3
H -2.845 -0.430 1.907 0.0 1.4 0.0
H -1.973 1.316 2.181 -0.8 -0.2 0.2
C 1.852 0.365 -0.720 -0.8 0.5 -1.1
C -0.835 1.785 -0.710 0.1 0.1 -0.3
C 2.374 0.467 -2.147 1.1 0.4 -0.1
H 2.005 1.335 -0.202 -0.1 -0.3 -0.3
C 3.871 0.816 -2.122 0.0 -0.1 -0.2
H 2.240 -0.496 -2.665 0.0 0.2 0.1
H 1.818 1.226 -2.723 0.2 -0.3 0.3
C 4.673 -0.218 -1.323 -0.1 0.1 -0.1
H 4.250 0.887 -3.147 0.1 0.0 0.1
H 3.998 1.806 -1.662 0.0 -0.1 -0.1
C 4.123 -0.371 0.092 -0.3 0.0 0.1
H 4.618 -1.185 -1.838 0.0 0.0 0.0
H 5.729 0.064 -1.290 0.0 0.0 0.0
C 2.610 -0.704 0.081 0.6 0.0 0.2
H 4.664 -1.149 0.643 -0.1 0.1 -0.1
H 4.258 0.569 0.648 0.0 -0.2 -0.1
H 2.467 -1.701 -0.373 0.0 0.3 0.2
H 2.286 -0.762 1.151 0.7 0.0 -1.0
C -0.688 -0.988 -1.862 -0.3 -0.5 -0.9
C -2.356 1.617 -0.886 0.0 0.3 -0.3
H -0.670 2.204 0.310 0.0 -0.6 -0.4
C -3.023 2.989 -0.765 0.0 -0.1 0.0
H -2.574 1.193 -1.878 -0.1 0.2 0.0
H -2.755 0.923 -0.135 0.3 0.1 0.1
C -2.427 3.987 -1.757 0.1 0.0 0.0
H -4.102 2.886 -0.923 0.0 0.1 0.0
H -2.880 3.363 0.259 0.0 -0.1 -0.1
C -0.910 4.106 -1.581 0.1 0.2 -0.1
H -2.645 3.654 -2.780 0.0 0.0 0.0
H -2.899 4.969 -1.638 0.1 0.0 0.0
C -0.212 2.748 -1.705 -0.3 0.7 -0.3
H -0.490 4.805 -2.314 -0.1 0.0 0.1
H -0.693 4.520 -0.583 0.0 -0.1 -0.2
H -0.316 2.371 -2.736 0.0 0.2 0.2
H 0.866 2.863 -1.510 -0.3 0.0 0.0
C 0.013 -2.357 -1.918 0.0 -0.1 0.0
H -1.719 -1.155 -1.482 0.4 0.2 -0.2
C -0.740 -3.284 -2.877 0.1 0.0 -0.1
H 1.048 -2.218 -2.266 -0.2 -0.1 0.0
H 0.072 -2.843 -0.933 -0.1 0.4 -0.4
C -0.873 -2.658 -4.268 0.0 0.1 0.1
H -0.220 -4.248 -2.938 -0.1 0.1 0.0
H -1.741 -3.482 -2.471 0.1 0.0 0.0
C -1.518 -1.272 -4.182 0.2 0.3 -0.2
H 0.125 -2.562 -4.717 0.0 0.0 0.0
H -1.456 -3.309 -4.925 0.0 0.0 0.0
C -0.749 -0.352 -3.213 -0.6 -0.5 -1.9
H -1.561 -0.804 -5.172 -0.1 -0.1 0.0
H -2.552 -1.373 -3.826 0.1 0.0 0.0
H 0.272 -0.199 -3.599 -0.3 0.0 0.1
H -1.232 0.634 -3.186 0.2 -0.4 0.0
C -0.013 -2.996 1.552 -2.3 -1.4 -1.5
C -1.330 -2.624 1.350 1.4 -1.8 -1.2
H 0.758 -2.831 0.748 -0.8 0.1 0.8
C -2.411 -2.940 2.315 0.1 -0.9 0.7
H -1.641 -2.234 0.349 0.4 0.1 1.1
C -1.835 -3.326 3.692 0.0 0.3 0.0
H -3.147 -2.150 2.413 0.1 0.2 -0.1
H -2.935 -3.812 1.894 -0.1 0.0 0.1
C -0.725 -4.366 3.539 0.0 -0.1 -0.2
H -1.424 -2.429 4.186 -0.2 -0.2 -0.2
H -2.638 -3.709 4.333 0.1 0.0 -0.1
C 0.444 -3.839 2.681 0.3 -0.2 1.2
H -0.357 -4.692 4.518 0.0 0.1 -0.1
H -1.143 -5.252 3.045 0.0 0.0 0.0
H 1.152 -3.298 3.341 -0.3 -0.2 -0.5
H 1.008 -4.670 2.253 0.0 -0.2 0.0
C 0.714 4.295 4.136 0.0 -0.4 -0.4
C -0.070 3.275 4.686 -0.3 -0.8 -0.1
C -0.221 2.041 3.992 -0.3 2.8 2.5
C 0.395 1.906 2.796 0.3 -3.8 -2.7
C 1.182 2.838 2.209 0.4 3.1 1.7
C 1.339 4.080 2.907 0.3 -0.3 -0.9
H 0.835 5.238 4.656 0.0 0.0 0.0
H -0.568 3.428 5.658 0.2 0.0 -0.4
H -0.845 1.279 4.462 0.2 0.0 -0.3
H 1.693 2.719 1.252 0.0 0.0 0.0
H 1.956 4.864 2.457 -0.1 0.0 0.2
```
Positions in Å, forces in eV/Å.

Output
HOMO energy (spin up / spin down) in eV: -1.5 / -1.7
ΔE to the lowest compared entry with this formula, charge and spin in kJ/mol: 185.5
Frontier orbital gap (spin up / spin down) in eV: 3.7849 / 3.9642
M in g mol⁻¹: 634.2
2S+1: 5
<S²>: 6.043
E in a.u.: -2620.9757
Net charge: -1

Mulliken population analysis, charges in e, atoms 1 to 2: -0.82, -0.50


Computed, not measured: a cluster of 8 separate species, C5H27NO9 in total at a distorted geometry, with wB97M-V/def2-TZVPD.

```
42
Properties=species:S:1:pos:R:3:forces:R:3
C 0.067 -1.180 2.955 -1.4 -0.1 -0.7
N -0.118 -1.513 1.544 1.2 0.4 1.0
C -0.823 -0.628 0.614 1.1 -3.7 0.2
C -2.279 -1.130 0.550 -0.5 2.8 1.1
O -3.149 -0.011 0.305 -0.7 -1.0 -1.0
C -0.046 -0.714 -0.725 -1.5 2.7 -0.3
C -0.573 -1.608 -1.831 0.2 -0.5 -1.3
O -0.120 0.672 -1.216 0.6 0.0 -0.6
H -0.689 -1.660 3.591 0.5 -0.5 0.2
H -0.182 -0.136 3.149 0.7 0.2 -0.4
H 1.090 -1.432 3.211 0.0 0.1 0.7
H 0.084 -2.472 1.351 -0.6 -0.3 -0.4
H -0.660 0.324 1.104 -0.5 0.0 -0.7
H -2.520 -1.849 -0.224 0.3 -0.3 0.2
H -2.500 -1.474 1.567 -0.1 -0.6 -0.4
H -2.996 0.675 0.954 0.4 0.5 0.2
H 1.017 -0.828 -0.545 0.0 -0.4 0.2
H -1.122 -2.512 -1.566 0.4 0.0 0.3
H 0.237 -1.876 -2.516 0.3 -0.4 0.5
H -1.197 -1.102 -2.581 -0.4 0.5 0.8
H -1.027 0.899 -1.468 -0.2 -0.3 0.0
O 3.412 0.714 -1.070 0.1 0.2 0.3
H 2.643 0.527 -1.624 0.2 -0.3 -0.1
H 3.458 1.664 -1.227 0.2 0.0 0.1
O 0.573 1.969 2.024 0.0 0.2 0.2
H 0.673 2.670 2.677 0.1 -0.1 -0.1
H 1.465 1.726 1.729 0.3 0.0 0.0
O 3.135 0.855 1.848 0.0 0.5 0.4
H 3.697 0.677 1.081 -0.5 -0.3 -0.2
H 2.644 0.061 2.076 0.2 -0.3 -0.3
O -1.945 2.257 1.275 0.1 0.1 0.1
H -1.933 2.856 0.521 0.0 -0.1 0.1
H -1.002 1.988 1.392 -0.5 0.6 0.0
O 2.010 -3.184 -0.306 0.0 -0.1 0.1
H 2.765 -3.747 -0.104 -0.1 0.1 0.0
H 1.692 -2.861 0.546 0.2 0.1 -0.1
O -3.093 1.009 -2.498 -0.4 0.1 0.2
H -3.664 1.735 -2.210 0.3 0.1 -0.2
H -3.484 0.282 -1.993 0.3 -0.1 0.1
O 1.809 1.480 -3.061 -0.4 -0.1 -0.6
H 1.008 1.045 -2.720 -0.2 0.3 0.4
H 1.676 1.489 -4.015 0.2 0.0 0.1
```
Positions in Å, forces in eV/Å.

Output
HOMO energy in eV: -8.3
SMILES: CN[C@H](CO)[C@@H](C)O.O.O.O.O.O.O.O
ΔE to the lowest compared entry with this formula, charge and spin in kJ/mol: 276.5
Frontier orbital gap in eV: 8.7626
M in g mol⁻¹: 245.3
2S+1: 1
E in a.u.: -938.5715

Mulliken population analysis, charges in e, atoms 1 to 2: -1.10, -0.47


Computed, not measured: a cluster of 2 separate species, C4H10O in total at a distorted geometry, with wB97M-V/def2-TZVPD.

```
15
Properties=species:S:1:pos:R:3:forces:R:3
C -2.090 1.532 1.578 -2.1 -0.8 -4.4
C -1.544 0.220 1.033 -0.9 1.8 1.4
C -0.712 0.302 0.040 1.6 -0.6 -2.4
C -0.293 -0.889 -0.816 0.8 0.4 -1.4
H -1.702 2.433 1.132 0.9 0.0 -0.2
H -3.160 1.610 1.181 0.9 -0.3 1.0
H -2.056 1.609 2.569 -0.1 0.3 4.1
H -1.938 -0.704 1.458 0.1 0.1 -0.3
H -0.301 1.300 -0.304 -0.7 -1.2 0.5
H -1.046 -1.186 -1.632 1.2 0.9 1.0
H 0.735 -0.685 -1.235 -1.2 0.0 -0.2
H -0.082 -1.810 -0.313 -0.4 -0.5 1.0
O 4.520 -0.967 -1.643 0.1 4.2 -1.1
H 5.455 -0.981 -1.595 1.3 -0.1 0.1
H 4.215 -1.785 -1.454 -1.4 -4.1 1.0
```
Positions in Å, forces in eV/Å.

Output
HOMO energy in eV: -9.2
SMILES: C/C=C/C.O
ΔE to the lowest compared entry with this formula, charge and spin in kJ/mol: 161.7
Frontier orbital gap in eV: 10.2072
M in g mol⁻¹: 74.1
2S+1: 1
E in a.u.: -233.5833

Mulliken population analysis, charges in e, atoms 1 to 2: -1.19, 0.04


Computed, not measured: a structure of composition C8H4BrNOS5Zr at a distorted geometry, with wB97M-V/def2-TZVPD.

```
21
Properties=species:S:1:pos:R:3:forces:R:3
Zr -1.124 0.276 0.094 -0.7 -1.2 -0.6
O 4.726 2.689 -0.165 -0.1 0.0 0.0
C 3.593 2.037 -0.094 0.0 -0.1 0.0
C 3.485 0.642 0.031 -0.1 0.0 0.0
C 2.242 0.072 0.096 0.2 -0.2 0.0
N 1.097 0.796 0.039 -0.1 0.3 0.2
C 1.241 2.129 -0.074 0.2 0.2 0.0
Br -0.460 3.029 -0.104 0.2 0.2 0.0
C 2.414 2.811 -0.146 -0.2 0.0 0.0
H 5.509 2.120 -0.124 0.0 0.0 0.0
H 4.366 0.017 0.078 0.0 0.0 0.0
H 2.124 -1.000 0.193 0.0 0.0 0.0
H 2.465 3.887 -0.236 0.0 0.0 0.0
S -6.273 -4.647 -0.640 0.4 0.4 0.2
C -5.133 -3.561 -0.285 -0.4 -0.3 -0.4
S -3.424 -3.959 -0.117 -0.1 -0.4 0.0
C -2.882 -2.371 0.218 -0.2 0.9 0.0
C -3.843 -1.371 0.252 0.9 -0.2 -0.1
S -3.486 0.312 0.560 0.2 0.3 0.5
S -5.459 -1.844 -0.048 -0.3 -0.1 0.0
S -1.179 -2.065 0.472 0.2 0.2 0.3
```
Positions in Å, forces in eV/Å.

Output
HOMO energy (spin up / spin down) in eV: -13.8 / -13.8
Frontier orbital gap (spin up / spin down) in eV: 4.5266 / 4.5238
M in g mol⁻¹: 461.6
2S+1: 1
E in a.u.: -5048.6405
Net charge: +2

Mulliken population analysis, charges in e, atoms 1 to 2: 1.32, -0.43